# 1
Formula: CHF3FeNO3S2
Source: the OMol25 dataset
Level of theory: the ωB97M-V functional and the def2-TZVPD basis

Structure (XYZ):
```
12
Properties=species:S:1:pos:R:3:mulliken_charge:R:1
Fe 0.5431 0.9259 -0.2765 0.876
N 2.0385 -0.0639 1.0125 -0.346
S 1.9634 -1.3518 -0.0887 0.726
O 1.3064 -2.4573 0.7270 -0.575
O 0.8304 -0.8064 -1.0744 -0.631
S 2.9912 1.2724 0.5756 0.479
O 1.9406 2.3588 -0.1021 -0.584
C -2.3288 0.0034 -0.2384 0.561
F -1.2647 0.4396 0.5490 -0.272
F -3.2462 0.9502 -0.1509 -0.198
F -2.7832 -1.0942 0.3396 -0.201
H -1.9906 -0.1767 -1.2726 0.166
```

The expectation value of S² is 8.76. The value obtained for the orbital gap (spin up / spin down) is 8.34 / 6.74 eV. As for the total energy: -2678.76976 hartree. The net charge is 0. As for the spin multiplicity: 6.


# 2
Formula: C6H22N2O3
Source: the OMol25 dataset
Level of theory: the ωB97M-V functional and the def2-TZVPD basis

Structure (XYZ):
```
33
Properties=species:S:1:pos:R:3:mulliken_charge:R:1
N 1.4872 -1.8086 0.4101 -0.651
C 0.2042 -1.0710 0.0714 0.928
C -1.0710 -1.9851 -0.0083 0.710
C -0.8594 -3.2105 -0.9959 -1.323
C -2.1835 -1.2297 -0.5540 -1.557
C -0.0626 0.2053 0.9884 -0.676
N -0.4132 1.4802 0.1663 -0.270
C -1.4595 2.3400 0.8245 -0.943
H 1.8577 -1.4501 1.2813 0.245
H 1.4617 -2.9344 0.5210 0.250
H 0.3704 -0.5956 -0.9433 -0.641
H -1.3938 -2.3942 1.0530 0.128
H -1.8011 -3.8273 -1.0218 0.364
H -0.0132 -3.7543 -0.7579 0.410
H -0.8067 -2.8125 -2.0609 0.260
H -1.8350 -0.6876 -1.4300 0.343
H -2.3578 -0.3674 0.0505 0.208
H -3.1168 -1.6379 -0.6330 0.532
H -0.8412 0.2302 1.7360 0.351
H 0.9406 0.3313 1.3123 0.197
H -0.8174 1.0946 -0.6965 0.198
H -1.0280 2.6242 1.7922 0.328
H -2.4005 1.7988 0.9149 0.322
H -1.2604 3.3164 0.2022 0.321
H 1.7320 0.4907 4.5533 0.296
H 2.9154 0.4675 3.5807 0.324
O 2.1333 -0.0544 3.9162 -0.620
H 1.0994 2.8737 -1.2917 0.379
H 2.2193 3.2053 -2.3210 0.303
O 1.3451 3.3585 -2.0700 -0.730
H 0.8276 1.6388 -2.5954 0.304
H 0.5702 0.1618 -2.8994 0.311
O 0.1154 0.9750 -2.6384 -0.600
```

Its energy above the lowest of the compared OMol25 structures with the same formula, charge and spin is 265.2 kJ/mol. The value obtained for the orbital gap is 9.50 eV. As for the total energy: -576.93417 hartree. The net charge is 0. As for the SMILES: CNC[C@@H](N)C(C)C.O.O.O.


# 3
Formula: C4H9NO
Source: the OMol25 dataset
Level of theory: the ωB97M-V functional and the def2-TZVPD basis

Structure (XYZ):
```
15
Properties=species:S:1:pos:R:3:mulliken_charge:R:1
O 0.5290 2.5351 0.9114 -0.485
C 0.3536 1.8824 -0.0851 -0.242
C -0.4583 0.6034 -0.1456 0.500
C 0.4648 -0.5796 0.1355 -0.730
C 0.5155 -1.8947 -0.6764 -1.235
N -1.5238 0.5891 0.8651 -0.696
H 1.2029 1.9426 -0.8066 0.391
H -0.8867 0.4874 -1.1523 0.351
H 1.5108 -0.2393 0.1146 0.398
H 0.2979 -0.8325 1.1872 0.257
H 0.4848 -1.6707 -1.7510 0.334
H -0.3570 -2.5042 -0.4590 0.316
H 1.4161 -2.4535 -0.4325 0.339
H -1.2065 1.0312 1.7170 0.271
H -2.3430 1.1034 0.5779 0.231
```

Its energy above the lowest of the compared OMol25 structures with the same formula, charge and spin is 162.3 kJ/mol. The value obtained for the orbital gap is 10.30 eV. As for the total energy: -287.77065 hartree. The net charge is 0. As for the SMILES: CC[C@@H](N)C=O.


# 4
Formula: C36H39BrCoN4O4S3Si
Source: the OMol25 dataset
Level of theory: the ωB97M-V functional and the def2-TZVPD basis

Structure (XYZ):
```
89
Properties=species:S:1:pos:R:3:mulliken_charge:R:1
Co -1.5053 0.1866 1.0668 -0.298
Br -6.9739 4.9359 -0.1301 -0.254
C -5.6165 3.5938 -0.0796 -0.123
C -5.4516 2.7607 -1.1788 -0.516
C -4.4581 1.8049 -1.1377 -0.795
C -3.6148 1.6578 -0.0229 0.283
O -2.7165 0.7295 -0.0606 0.108
C -3.7946 2.5366 1.0982 0.486
C -2.9809 2.4458 2.2462 -0.026
N -2.0046 1.5714 2.3877 0.989
C -1.2996 1.4266 3.5455 0.643
C -1.4577 2.1513 4.7393 -0.874
C -0.6515 1.8855 5.8305 -0.791
C 0.3192 0.9030 5.7878 -0.890
C 0.5061 0.1435 4.6218 1.086
C 1.4709 -0.8736 4.4953 -1.049
C 1.5773 -1.5494 3.2988 -1.153
C 0.7252 -1.2421 2.2518 0.376
N -0.2235 -0.3056 2.3481 1.214
C -0.3193 0.4013 3.4999 -0.212
C -4.8215 3.4935 1.0364 -0.896
H -6.0882 2.8559 -2.0452 0.430
H -4.3017 1.1424 -1.9758 0.460
H -3.2046 3.1324 3.0582 0.057
H -2.2075 2.9207 4.8211 0.363
H -0.7859 2.4604 6.7367 0.398
H 0.9382 0.6955 6.6475 0.422
H 2.1093 -1.1047 5.3340 0.431
H 2.3146 -2.3266 3.1695 0.566
H 0.8173 -1.7416 1.3001 -0.077
H -4.9705 4.1529 1.8790 0.485
S -3.2365 -1.2251 2.4516 -0.565
C -3.2416 -2.6977 1.5704 0.794
C -4.1282 -3.6940 1.9931 -0.968
C -4.1983 -4.9267 1.3673 0.542
C -5.1408 -5.8834 1.7959 -0.097
N -5.9369 -6.6350 2.1443 -0.592
C -3.3324 -5.1933 0.2764 0.154
C -2.4564 -4.2095 -0.1518 -0.897
C -2.3960 -2.9531 0.4570 -0.004
S -1.2907 -1.8137 -0.2216 -0.150
C -3.3627 -6.4497 -0.3587 -0.097
N -3.3927 -7.4790 -0.8696 -0.595
H -4.7672 -3.4802 2.8370 0.479
H -1.8014 -4.4021 -0.9901 0.556
C 2.3955 -2.8566 -0.9502 -1.386
C 3.2907 -1.6461 -0.6738 1.675
C 4.2404 -1.8945 0.5005 -1.418
C 4.0934 -1.3277 -1.9340 -1.359
O 2.4804 -0.5452 -0.2888 0.098
Si 1.7344 0.5621 -1.2098 -0.798
S 0.3605 1.6265 -0.0039 -0.705
O 2.8034 1.6010 -1.8844 0.754
C 3.4951 2.7563 -1.4478 1.618
C 3.6146 2.8177 0.0732 -1.501
C 4.8956 2.6878 -2.0756 -1.772
C 2.7278 3.9767 -1.9649 -1.695
O 1.0850 -0.2692 -2.4366 0.629
C 0.4744 0.0825 -3.6614 1.601
C -0.5991 1.1503 -3.4533 -1.389
C 1.5613 0.5887 -4.6143 -1.543
C -0.1804 -1.1993 -4.1855 -1.689
H 2.9498 -3.6332 -1.4732 0.482
H 1.5712 -2.5268 -1.5743 0.045
H 1.9847 -3.2704 -0.0334 0.317
H 4.8604 -2.7694 0.3224 0.385
H 3.6699 -2.0404 1.4125 -0.020
H 4.8809 -1.0263 0.6396 0.374
H 4.8615 -2.0804 -2.0970 0.589
H 4.5573 -0.3522 -1.8384 0.081
H 3.4237 -1.2987 -2.7858 0.140
H 4.0626 1.8990 0.4418 0.193
H 2.6266 2.9118 0.5144 0.292
H 4.2294 3.6675 0.3614 0.552
H 5.4693 1.8941 -1.6017 0.342
H 5.4271 3.6285 -1.9476 0.485
H 4.8112 2.4661 -3.1375 0.268
H 1.7355 3.9787 -1.5210 0.266
H 2.6267 3.9232 -3.0470 0.308
H 3.2420 4.8970 -1.7018 0.530
H -0.1428 2.0912 -3.1569 0.185
H -1.2705 0.8319 -2.6593 0.182
H -1.1712 1.2973 -4.3679 0.567
H 2.1020 1.3921 -4.1229 0.074
H 1.1265 0.9492 -5.5428 0.458
H 2.2674 -0.2088 -4.8351 0.354
H -0.9097 -1.5428 -3.4566 0.253
H 0.5652 -1.9784 -4.3211 0.335
H -0.6767 -1.0129 -5.1342 0.438
```

Its energy above the lowest of the compared OMol25 structures with the same formula, charge and spin is 95.8 kJ/mol. The value obtained for the orbital gap is 5.53 eV. As for the total energy: -7356.39674 hartree. The net charge is -1.